Computed, not measured: a 2-piece molecular cluster, C4H7O4P overall at a distorted geometry, with ωB97M-V with the def2-TZVPD basis set.

Values from the calculation:
- energy above the lowest of the compared OMol25 structures with the same formula, charge and spin (kJ/mol) = 87.3
- HOMO-LUMO gap (eV) = 9.74
- multiplicity = 1

XYZ file:
```
16
Properties=species:S:1:pos:R:3:forces:R:3
C 2.998024 -0.378642 -0.384412 1.595 0.748 -0.136
C 1.275980 1.905669 0.892252 0.450 -1.984 1.073
C -2.642686 -0.439063 -0.352970 -0.078 -0.700 0.626
C -1.206046 -0.809508 -0.506161 0.004 -2.450 -2.794
O 3.823313 0.033882 0.289911 1.140 0.207 1.494
O 0.751928 -0.836410 1.485365 0.538 -1.562 1.656
O 2.261409 -0.710939 -1.186089 -2.082 -1.210 -1.598
O -0.413298 0.345137 -0.411739 0.654 0.607 0.573
P 0.617305 0.407372 0.785132 -0.621 2.795 -1.564
H 2.105401 1.942891 1.601150 -0.318 0.413 -0.283
H 1.192807 2.516252 0.034861 -0.193 0.773 -0.486
H -2.790788 -0.494194 0.714400 -0.838 0.306 0.393
H -2.764592 0.568208 -0.699377 -0.314 0.474 -0.206
H -3.338502 -1.116511 -0.867805 0.329 0.187 0.203
H -1.028268 -1.302774 -1.496796 -0.041 1.011 0.202
H -0.841991 -1.631365 0.102282 -0.226 0.384 0.848
```
Forces are in eV/Å.

Computed, not measured: CHF3N2 as an isolated structure at a distorted geometry, with ωB97M-V with the def2-TZVPD basis set.

Values from the calculation:
- energy above the lowest of the compared OMol25 structures with the same formula, charge and spin (kJ/mol) = 835.7
- HOMO-LUMO gap (eV) = 9.68
- multiplicity = 1

XYZ file:
```
7
Properties=species:S:1:pos:R:3:forces:R:3
C -0.249048 1.838817 1.242499 -4.090 2.827 1.506
N 0.011811 0.755221 1.552243 0.764 0.639 -0.510
N 0.301604 -1.527739 -0.686392 -0.417 -4.343 -0.215
F -1.100550 2.960768 1.300318 3.358 -3.321 -0.736
F 1.619046 -1.222097 -1.069375 -0.662 -0.950 -0.729
F -0.274772 -0.365353 -0.862592 -1.596 1.503 -1.086
H -0.308091 -2.439617 -1.476700 2.644 3.646 1.770
```
Forces are in eV/Å.

Computed, not measured: a 10-piece molecular cluster, C40H80O30 overall at a distorted geometry, with ωB97M-V with the def2-TZVPD basis set.

Values from the calculation:
- SMILES string = CCOC(=O)OC.CCOC(=O)OC.CCOC(=O)OC.CCOC(=O)OC.CCOC(=O)OC.CCOC(=O)OC.CCOC(=O)OC.CCOC(=O)OC.CCOC(=O)OC.CCOC(=O)OC
- energy above the lowest of the compared OMol25 structures with the same formula, charge and spin (kJ/mol) = 357.4
- HOMO-LUMO gap (eV) = 11.01
- multiplicity = 1

XYZ file:
```
150
Properties=species:S:1:pos:R:3:forces:R:3
C 17.155099 -10.335019 -9.283329 -0.249 -2.320 0.951
C 17.699043 -10.628808 -10.639290 -1.947 -0.069 -2.338
O 18.663757 -11.669914 -10.678191 1.331 -0.155 0.210
C 19.136456 -12.108846 -11.878069 -2.323 0.644 0.165
O 18.646304 -11.817033 -12.946275 0.400 0.326 0.407
O 20.088021 -12.988660 -11.693438 0.995 0.238 0.075
C 20.872920 -13.161039 -12.922315 -0.862 -1.178 1.165
H 16.720933 -11.251742 -8.771762 0.289 0.926 -0.790
H 16.380258 -9.596857 -9.418806 -0.113 0.378 0.283
H 17.947945 -10.042350 -8.625935 0.339 0.693 0.452
H 18.031308 -9.654608 -11.048959 0.506 -0.744 -0.139
H 16.853255 -10.970676 -11.315300 0.817 0.522 0.638
H 21.213978 -12.171316 -13.166018 0.348 0.031 -0.715
H 20.180981 -13.637871 -13.616245 0.539 0.373 -0.494
H 21.661206 -13.866699 -12.635793 -0.045 0.382 -0.197
C 19.881745 -23.194985 -11.387341 0.468 -1.384 0.359
C 18.550047 -22.790243 -12.050856 1.205 -1.429 -1.614
O 17.725434 -21.846500 -11.408095 0.666 -0.313 0.109
C 17.984214 -20.546503 -11.612900 -3.629 -0.852 1.979
O 18.903161 -20.060281 -12.141542 2.697 0.959 -1.547
O 16.917783 -19.932142 -11.088504 0.602 1.250 -0.237
C 16.940241 -18.477023 -11.281718 0.476 -0.453 -0.836
H 19.907694 -23.421516 -10.318451 -0.482 0.561 0.036
H 20.669938 -22.516302 -11.635608 0.253 1.071 0.243
H 20.366415 -24.126714 -11.780287 -1.173 0.365 -0.331
H 17.866334 -23.648966 -12.218331 0.618 0.385 0.193
H 18.929445 -22.452423 -13.059401 -1.047 0.079 0.786
H 16.651723 -18.310303 -12.352964 0.689 0.252 0.977
H 17.915000 -18.019965 -10.960415 -0.798 -0.654 -0.653
H 16.171746 -18.073193 -10.663473 -0.574 0.018 0.431
C 13.360272 -12.695938 -8.554044 1.250 -0.417 0.709
C 13.251311 -13.342586 -9.890605 0.115 -1.383 -0.459
O 14.534116 -14.011113 -10.223973 -0.205 1.455 0.532
C 14.484106 -15.178660 -10.827154 1.097 -1.739 -1.536
O 13.503482 -15.811497 -11.151609 0.948 0.734 0.529
O 15.768009 -15.665965 -11.153127 -2.535 0.839 0.976
C 16.945664 -14.939367 -10.764778 -0.381 -1.264 -2.789
H 14.153837 -11.961973 -8.658233 0.049 0.405 0.244
H 13.715376 -13.394947 -7.774473 -0.402 0.150 -0.448
H 12.466858 -12.202928 -8.195228 -0.313 0.018 -0.238
H 12.972601 -12.628173 -10.638829 0.497 0.537 -0.690
H 12.536934 -14.125769 -10.021465 -0.739 -0.500 0.530
H 17.709127 -15.676894 -10.939948 0.575 -0.002 0.220
H 16.943569 -14.583595 -9.808024 -0.164 0.736 2.641
H 17.086675 -14.131154 -11.458389 0.135 0.614 -0.293
C 25.001423 -15.868071 -9.558413 -3.033 -1.481 -0.554
C 24.269738 -14.949448 -8.630278 -1.822 -0.420 -1.351
O 23.485682 -15.802071 -7.726323 -0.067 0.335 -0.417
C 22.666653 -15.083058 -6.980594 0.165 2.961 1.084
O 22.586049 -13.857390 -6.910499 0.462 -1.516 -0.952
O 21.930713 -15.761761 -6.138829 -0.623 -0.149 0.510
C 22.056082 -17.151540 -6.101041 -0.201 -0.822 0.973
H 25.601133 -15.388892 -10.263638 1.205 1.045 -0.814
H 24.259375 -16.504128 -10.170643 0.908 0.979 0.990
H 25.533003 -16.531209 -8.942054 1.164 -1.014 0.544
H 23.526245 -14.291426 -9.145420 0.900 -0.340 0.447
H 24.904837 -14.399723 -8.007025 0.964 1.099 0.703
H 21.600871 -17.570908 -6.960630 0.142 -0.608 -1.285
H 21.393044 -17.496332 -5.311201 0.321 0.124 0.436
H 23.095008 -17.450631 -5.926880 -0.339 -0.162 -0.177
C 25.177917 -15.014411 -18.663187 -1.259 -0.117 1.317
C 23.996488 -14.065266 -18.868602 0.100 -0.847 -1.300
O 23.321000 -13.871143 -17.647568 0.434 1.232 0.990
C 22.154411 -14.383273 -17.317954 0.424 -0.419 0.062
O 21.621497 -14.133463 -16.271188 -0.287 -0.173 -0.147
O 21.762089 -15.241597 -18.253881 -0.723 -0.538 -0.132
C 20.687166 -16.108399 -17.898382 -1.935 -0.829 -1.076
H 25.765195 -15.132886 -19.538601 0.305 -0.289 -0.963
H 24.731181 -15.956959 -18.311825 0.493 -0.025 -0.331
H 25.848713 -14.668996 -17.876621 -0.136 0.208 0.065
H 23.285765 -14.466500 -19.642313 0.836 0.524 0.665
H 24.368700 -13.090933 -19.151058 -0.132 0.323 -0.217
H 20.814427 -16.482786 -16.888551 0.134 -0.104 0.085
H 20.679671 -16.982665 -18.653038 0.133 1.543 1.231
H 19.661436 -15.602616 -17.925365 1.537 -0.514 -0.092
C 27.999511 -9.913217 -11.457201 -0.028 1.151 1.951
C 28.475081 -11.231999 -11.985552 0.199 -2.371 2.863
O 27.533604 -11.854856 -12.858986 0.034 0.683 -1.208
C 26.683974 -12.772668 -12.377472 0.616 0.676 0.288
O 26.704943 -13.264615 -11.281134 0.269 -0.081 0.349
O 25.796862 -13.030940 -13.312365 -0.148 -0.140 -0.126
C 24.879927 -14.084797 -12.960405 -0.141 0.974 1.505
H 27.656901 -9.325118 -12.264094 -0.130 0.830 -1.197
H 28.771044 -9.275952 -10.891374 -0.757 -1.295 -0.964
H 27.117565 -9.920081 -10.789118 0.426 -0.630 -0.143
H 28.594368 -12.057972 -11.206932 0.108 1.549 -0.276
H 29.477692 -11.108685 -12.373314 -0.173 -0.207 -1.134
H 24.577102 -13.987311 -11.860306 0.434 -0.305 -1.645
H 25.372761 -15.019324 -13.169717 -0.157 -0.485 0.077
H 24.052209 -13.873555 -13.601942 -0.633 -0.382 -0.368
C 17.333180 -21.924223 -6.569238 -1.888 0.839 0.873
C 17.556114 -22.215569 -8.009663 -0.399 0.572 -0.366
O 18.927398 -22.081192 -8.311078 0.873 -0.926 -0.419
C 19.410303 -20.926767 -8.704915 -2.062 1.864 0.612
O 18.749577 -19.898244 -8.852497 0.756 -1.444 0.037
O 20.709543 -21.037829 -8.810846 1.727 0.952 -1.181
C 21.305637 -19.899968 -9.524995 0.279 0.905 0.564
H 17.654144 -20.902299 -6.207789 0.037 -1.242 -0.637
H 17.651439 -22.728075 -5.929383 0.543 -0.093 0.396
H 16.223717 -21.908563 -6.474127 0.496 0.020 0.221
H 16.940531 -21.547056 -8.598965 0.227 0.319 -0.385
H 17.280707 -23.221634 -8.323657 0.093 -0.110 0.344
H 22.261051 -19.550166 -9.046996 -1.060 -0.695 -0.111
H 20.561266 -19.083847 -9.531736 0.557 -0.335 0.097
H 21.524124 -20.140342 -10.561080 -0.083 -0.488 -0.008
C 18.212315 -20.601279 -16.059969 1.163 -0.542 -0.992
C 17.048163 -19.693954 -16.141172 -1.731 -0.650 0.469
O 17.067814 -18.620499 -15.212353 0.091 0.896 1.588
C 17.432753 -17.375828 -15.507925 -0.035 0.976 -1.341
O 17.758245 -17.017985 -16.624596 0.218 -0.157 0.471
O 17.323734 -16.538816 -14.460102 -0.311 -2.010 0.240
C 17.791712 -15.192649 -14.593137 0.348 -1.463 -0.313
H 18.011251 -21.399125 -16.802359 0.346 0.313 0.285
H 18.285967 -21.077170 -15.106284 -0.035 -0.227 0.775
H 19.194110 -20.153524 -16.263556 -0.314 0.064 -0.196
H 16.206909 -20.322692 -15.742916 0.343 0.753 -0.634
H 16.807491 -19.393214 -17.157276 0.127 0.419 0.047
H 18.778950 -15.238807 -15.007374 0.659 0.330 -0.186
H 17.787353 -14.798986 -13.602868 -0.027 0.363 0.561
H 17.143799 -14.691015 -15.253429 -0.726 0.946 -0.705
C 19.974006 -14.303665 -8.979166 -1.019 -0.806 1.103
C 20.942999 -15.157719 -9.739124 0.220 1.117 -1.669
O 20.211169 -15.870400 -10.786872 0.055 -0.143 -0.355
C 20.965653 -16.562701 -11.652463 0.385 -0.100 0.496
O 22.160712 -16.757203 -11.540672 -0.617 0.106 -0.131
O 20.189383 -17.009774 -12.640672 0.063 -0.779 -0.360
C 20.784115 -18.013201 -13.514578 -0.817 0.150 -1.646
H 20.448943 -13.537027 -8.336376 -0.048 -0.387 -0.659
H 19.374292 -14.954572 -8.235221 0.614 1.027 -1.393
H 19.356765 -13.849207 -9.762458 -0.188 0.083 0.880
H 21.408303 -15.883869 -9.152763 0.941 -1.179 0.944
H 21.717816 -14.569227 -10.284661 -0.483 -0.261 0.600
H 20.158433 -18.103749 -14.478371 0.379 0.194 1.899
H 20.911985 -19.002342 -13.062933 -0.384 0.451 0.231
H 21.730514 -17.676203 -13.889289 0.687 0.360 0.190
C 14.794157 -14.130835 -5.414218 0.545 1.015 1.300
C 15.515043 -12.783075 -5.805947 -1.403 -0.336 -1.033
O 16.625099 -12.582899 -4.960670 -0.144 0.226 -0.636
C 17.811492 -12.750002 -5.526119 1.791 0.080 2.659
O 18.143749 -13.049520 -6.626466 -0.637 -0.155 -1.300
O 18.688490 -12.549166 -4.509406 -0.491 -0.594 -0.051
C 20.073850 -12.721691 -4.837331 -0.603 1.234 -1.163
H 13.779637 -13.891270 -5.100483 -0.053 -0.055 0.140
H 15.288876 -14.669217 -4.546967 -0.358 0.835 -1.101
H 14.696667 -14.800563 -6.224576 0.172 -0.803 -0.963
H 14.811026 -11.937541 -5.603131 0.659 -0.610 -0.202
H 15.820084 -12.723146 -6.911914 -0.339 -0.285 1.717
H 20.394688 -13.738799 -5.039331 -0.107 -0.215 0.637
H 20.579335 -12.142994 -4.074432 0.429 -0.500 0.117
H 20.172840 -12.213915 -5.792378 0.629 0.130 -0.121
```
Forces are in eV/Å.

Computed, not measured: C26H45F5P2Rh as an isolated structure at a distorted geometry, with ωB97M-V with the def2-TZVPD basis set.

Values from the calculation:
- charge = +1
- expectation value of S² = 6.024
- HOMO-LUMO gap (alpha / beta) (eV) = 7.88 / 6.75
- multiplicity = 5

XYZ file:
```
79
Properties=species:S:1:pos:R:3:forces:R:3
Rh -0.056408 0.186199 0.798809 2.271 -1.442 -0.657
C -1.838472 1.587882 0.754707 -1.055 -0.574 0.491
C -2.358185 0.680287 -0.237469 0.318 0.494 0.788
C -2.049836 -0.531080 1.706932 -1.277 0.591 -0.412
C -1.771652 0.861423 1.997158 -0.636 -0.023 -0.454
C -2.467927 -0.615314 0.338269 0.460 0.239 0.963
C -1.846372 3.074273 0.621824 -0.146 0.140 -0.159
H -1.517865 3.408226 -0.362127 0.085 -0.042 -0.025
H -1.243006 3.581199 1.370197 0.080 -0.067 0.024
H -2.867587 3.446211 0.745788 -0.029 0.007 0.003
C -1.778043 1.454538 3.359283 0.172 -0.016 0.240
H -1.571791 2.525911 3.324851 -0.068 -0.163 0.105
H -1.035939 0.968654 3.992540 -0.203 0.170 0.070
H -2.762083 1.307396 3.827777 0.188 0.047 -0.155
C -2.328367 -1.591737 2.709913 -0.183 -0.129 0.349
H -3.397953 -1.677150 2.906317 -0.197 -0.049 -0.313
H -1.884927 -1.365797 3.671608 -0.120 -0.055 -0.027
H -1.959270 -2.563468 2.373570 -0.089 0.041 0.142
C -3.204075 -1.782666 -0.191793 -0.215 -0.212 -0.285
H -4.259217 -1.580182 0.019031 -0.120 -0.211 -0.177
H -2.949484 -2.707992 0.329204 -0.034 0.177 -0.089
H -3.092963 -1.941046 -1.269010 0.000 0.085 0.138
C -3.025406 1.180983 -1.451738 0.017 -0.035 -0.590
H -3.962198 1.621195 -1.073992 0.020 -0.058 -0.446
H -3.241035 0.387575 -2.175675 -0.089 0.235 0.189
H -2.467210 1.977163 -1.965215 -0.141 -0.226 0.184
C 1.463880 0.486007 -2.743411 -1.578 1.120 -0.847
C 0.430950 1.368642 -2.897245 1.414 -1.521 -0.317
C -0.160763 1.639938 -4.262761 -0.133 0.607 0.110
C -1.050997 0.483951 -4.852056 -0.229 -0.116 -0.177
C -1.158505 -0.797469 -4.042982 0.388 0.009 0.046
C -0.119682 -1.641173 -3.940830 -0.168 0.285 -0.025
C 1.217235 -1.334013 -4.598970 -0.145 -0.437 -0.182
C 2.088326 -0.206166 -3.941850 0.494 -0.068 0.359
H 0.631195 1.874358 -5.003863 -0.342 -0.116 0.517
H -0.608615 0.223582 -5.832112 -0.431 0.125 0.324
H -0.788551 2.547721 -4.186671 0.322 -0.362 -0.134
H 2.358946 0.524742 -4.733137 -0.152 -0.319 0.582
H 1.805545 0.173051 -1.761845 0.034 0.235 0.150
H -0.066298 1.827148 -2.049822 0.162 -0.038 0.223
H 3.033626 -0.669462 -3.600631 -0.352 0.292 -0.259
H 1.808988 -2.268939 -4.611186 -0.255 0.500 -0.177
H -0.187341 -2.596816 -3.398471 -0.167 0.522 -0.157
H 1.036332 -1.033340 -5.650036 0.095 -0.328 0.455
H -2.069002 0.881220 -5.030017 0.552 -0.235 -0.020
H -2.126828 -0.981821 -3.557398 0.508 -0.216 -0.202
P 1.604859 1.830533 1.253373 0.137 1.260 0.001
C 1.236994 2.682612 2.826704 0.267 -0.186 0.013
H 2.144057 3.261865 3.031555 -0.329 0.171 0.248
H 1.071054 1.967048 3.631317 -0.114 0.684 -0.309
H 0.360486 3.327290 2.722039 0.311 -0.010 -0.003
C 3.340093 1.318361 1.454936 0.087 -0.004 0.168
H 3.863720 2.181604 1.872746 0.202 -0.005 -0.319
H 3.749933 1.003494 0.489175 0.021 0.222 0.161
H 3.436335 0.503282 2.165370 0.174 0.319 -0.251
C 1.820571 3.324880 0.224900 0.121 -0.203 0.023
H 2.295953 3.064400 -0.726183 -0.129 0.179 0.109
H 2.471896 3.974539 0.823734 -0.085 0.092 -0.400
H 0.858897 3.819102 0.054986 0.229 -0.084 -0.038
P 0.849119 -2.355307 0.408373 -0.692 0.577 1.478
C -0.376229 -3.635814 -0.036128 0.539 0.039 -0.932
H 0.258120 -4.446451 -0.406648 -0.534 -0.327 -0.126
H -1.107222 -3.307790 -0.782101 0.264 -0.288 0.148
H -0.845837 -3.945616 0.907810 0.016 0.119 -0.473
C 2.506261 -2.584190 -0.333241 -0.390 -0.270 -0.503
H 2.425995 -2.714245 -1.417046 0.304 -0.035 0.153
H 2.889398 -3.472824 0.179253 0.223 0.053 -0.561
H 3.168249 -1.742600 -0.097108 -0.329 -0.074 -0.064
C 1.270069 -3.264124 1.956144 -0.021 0.083 0.000
H 1.464297 -4.282394 1.622718 0.006 -0.151 0.158
H 0.422077 -3.232973 2.637546 0.279 -0.294 -0.022
H 2.152923 -2.833868 2.426523 -0.249 -0.622 0.001
F 2.105510 -0.902285 2.317646 -0.445 0.090 0.818
C 1.026509 -0.368030 3.014355 -0.683 0.292 0.404
F 0.080645 -1.311167 3.322716 0.937 -0.017 -0.145
C 1.582184 -0.091503 4.426514 0.359 -0.620 0.675
F 0.645942 0.433452 5.283370 1.238 -0.635 -1.018
F 1.965601 -1.320473 4.915250 -0.089 1.528 0.065
F 2.660339 0.725319 4.403939 -0.651 -0.746 0.375
```
Forces are in eV/Å.

Question: What is the multiplicity in the fourth record?
Answer: 5

Question: Which value of multiplicity does entry 3 give?
Answer: 1

Question: Look up the multiplicity of the second one.
Answer: 1